{
  "formula": "C5H12N2O",
  "method": "ωB97M-V/def2-TZVPD",
  "species": ["C", "C", "C", "C", "C", "N", "N", "O", "H", "H", "H", "H", "H", "H", "H", "H", "H", "H", "H", "H"],
  "coordinates": [[-1.673021, 0.342885, -1.143601], [-1.745749, 1.371602, 0.972869], [1.359859, -0.988851, -0.045518], [0.555709, -2.213675, 0.114379], [2.347422, 1.017646, 0.001615], [-2.067651, 0.219171, 0.055578], [1.370501, 0.126629, 0.568493], [-2.768134, -0.664750, 0.438778], [-1.234368, 1.213017, -1.576133], [-2.204088, -0.385150, -1.763749], [-1.328796, 1.081304, 1.916854], [-1.002209, 1.868498, 0.395824], [2.047839, -1.092671, -0.878794], [1.034908, -3.072856, -0.429402], [-0.391582, -2.189519, -0.450425], [0.289363, -2.424483, 1.182960], [2.095910, 2.020053, -0.102999], [3.215782, 1.024605, 0.588546], [2.780764, 0.843230, -0.958742], [-2.682460, 1.903318, 1.113471]],
  "atomic_forces_ev_per_a": [[-0.7437, -0.9049, -2.7899], [-0.3199, -0.7284, -0.6697], [0.3471, 0.4748, -0.6145], [-0.9789, -1.2382, 0.5706], [0.6392, -0.1888, 0.0908], [1.8755, 3.9802, 0.8557], [-0.4110, -1.0572, -0.6737], [-2.5498, -3.5445, 2.1338], [0.4488, 0.3013, 0.3020], [0.7227, 0.1805, -0.2279], [0.0785, -0.6014, 0.3063], [0.4089, 1.1007, 0.1082], [0.2844, 0.0190, -0.4243], [0.0570, 0.6787, 1.1013], [0.0526, 0.6253, 0.3228], [0.3101, -0.0628, -0.9977], [-1.3107, 1.9130, 0.4305], [1.2112, 0.0562, 1.4584], [-0.2313, -1.1930, -1.2228], [0.1093, 0.1894, -0.0600]],
  "nbo_charge": [-0.283, -0.437, 0.145, -0.692, -0.444, 0.176, -0.419, -0.499, 0.197, 0.199, 0.228, 0.205, 0.126, 0.225, 0.252, 0.240, 0.194, 0.199, 0.173, 0.214],
  "mol_weight_g_mol": 116.16,
  "multiplicity": 1,
  "smiles": "C=[N+](C)[O-].C/C=N/C",
  "energy_ev": -10403.1791,
  "homo_ev": -8.70,
  "relative_energy_kcal_mol": 120.95
}



{
  "formula": "C5H12N2O",
  "method": "ωB97M-V/def2-TZVPD",
  "species": ["N", "C", "C", "N", "C", "C", "C", "O", "H", "H", "H", "H", "H", "H", "H", "H", "H", "H", "H", "H"],
  "coordinates": [[-1.581143, -0.729390, 2.254152], [-1.086988, -0.352046, 0.935309], [0.218138, 0.438077, 1.004801], [1.128776, 0.264623, 0.003808], [1.119365, -0.794453, -1.004410], [-0.021370, -0.710900, -2.021214], [-0.032141, 0.646760, -2.728664], [0.383122, 1.244292, 1.886367], [-1.800546, 0.070346, 2.801191], [-0.942050, -1.404885, 2.670601], [-1.802952, 0.273955, 0.379284], [-1.012824, -1.257510, 0.416708], [2.042406, 0.636307, 0.181402], [1.102471, -1.820206, -0.604531], [2.023266, -0.648052, -1.521555], [0.143915, -1.435352, -2.790268], [-0.968089, -0.858076, -1.521994], [0.267705, 1.411064, -1.988786], [0.681308, 0.578187, -3.555191], [-1.016297, 1.026595, -2.975525]],
  "atomic_forces_ev_per_a": [[-0.2081, -0.6503, -1.2199], [-0.2671, 0.8251, 1.1379], [-0.2629, -0.1631, -0.6664], [-0.1606, -0.9048, -0.1504], [-1.3302, -0.3638, 0.3097], [-0.0060, 1.4020, 0.1699], [0.4203, 0.4677, 1.1602], [0.3036, 0.4393, 0.6742], [0.3239, 0.3629, 0.7883], [-0.3286, 0.6850, 0.2915], [0.0246, -0.1544, 0.3371], [0.3976, -1.2259, -1.0343], [0.0541, 0.4448, 0.2089], [0.2356, 0.3159, 0.3093], [1.2801, -0.1004, -0.7597], [-0.1321, -0.9377, -0.1617], [-0.2113, -0.3810, -0.1182], [0.4365, -0.2115, -0.4468], [-0.3641, 0.6123, -0.0529], [-0.2055, -0.4620, -0.7768]],
  "nbo_charge": [-0.825, -0.323, 0.659, -0.625, -0.216, -0.410, -0.625, -0.614, 0.375, 0.362, 0.213, 0.195, 0.401, 0.187, 0.201, 0.209, 0.201, 0.214, 0.206, 0.217],
  "mol_weight_g_mol": 116.16,
  "multiplicity": 1,
  "smiles": "CCCNC(=O)CN",
  "energy_ev": -10407.2606,
  "homo_ev": -9.14,
  "relative_energy_kcal_mol": 26.83
}



{
  "formula": "C5H12N2O",
  "method": "ωB97M-V/def2-TZVPD",
  "species": ["C", "C", "C", "C", "C", "H", "H", "H", "H", "H", "H", "H", "H", "H", "H", "H", "H", "N", "N", "O"],
  "coordinates": [[2.234429, 0.649877, 0.337183], [1.597510, -0.611525, -0.593763], [0.077113, -0.425531, -0.629488], [-0.794402, 0.862697, -0.259631], [-0.577538, -0.198630, 0.571645], [3.375919, 0.697707, -0.028116], [2.048715, 0.355138, 1.532573], [1.802825, 1.650021, 0.166191], [2.105762, -0.499042, -1.702207], [1.906084, -1.521169, -0.501180], [-1.296855, -1.714835, -0.479251], [-0.015426, 1.666060, 0.120366], [-2.448883, 0.648214, -1.544537], [-2.382246, 2.169052, -0.679707], [0.305602, -0.147221, 1.293828], [-2.517522, -0.527266, 1.272021], [-0.991115, -1.525992, 1.913493], [-2.258961, 1.086127, -0.650915], [-1.553638, -1.143285, 1.158122], [-0.617369, -1.470394, -1.296628]],
  "atomic_forces_ev_per_a": [[1.6607, -3.1197, 0.5866], [-0.6240, 9.4353, -3.5547], [-0.2850, -2.2572, -3.7735], [0.7757, 3.7983, -1.8830], [2.0591, -3.6487, 9.0700], [-2.4491, -0.0247, 1.5390], [1.1862, 0.9930, -3.2210], [0.0738, -0.7656, -0.2230], [-1.5177, 0.4890, 2.2316], [1.4804, -5.6768, 2.2202], [1.6150, -0.0814, -2.5320], [-2.7110, -0.5125, -1.5202], [0.1307, 0.3348, -0.2044], [0.1017, -2.8108, -0.4042], [-1.8679, 0.8908, -0.0295], [3.2972, -2.4395, 0.4458], [-1.5715, 0.0650, 0.5215], [2.2114, 2.5276, 0.8263], [-1.8873, 2.7060, -1.8561], [-1.6783, 0.0970, 1.7608]],
  "nbo_charge": [-0.644, -0.375, 0.224, -0.093, -0.150, 0.232, 0.206, 0.209, 0.194, 0.207, 0.487, 0.218, 0.388, 0.382, 0.178, 0.426, 0.396, -0.858, -0.881, -0.745],
  "mol_weight_g_mol": 116.16,
  "multiplicity": 1,
  "smiles": "CC[C@@]1(O)[C@H](N)[C@@H]1N",
  "energy_ev": -10401.5835,
  "homo_ev": -8.36,
  "relative_energy_kcal_mol": 157.75
}



{
  "formula": "C5H12N2O",
  "method": "ωB97M-V/def2-TZVPD",
  "species": ["C", "N", "O", "H", "H", "H", "H", "H", "C", "C", "C", "C", "N", "H", "H", "H", "H", "H", "H", "H"],
  "coordinates": [[-1.364545, -1.447884, -0.563267], [-2.247076, 1.546705, -0.243069], [-1.310253, 0.502131, -0.093046], [-2.224784, 2.071082, 0.628895], [-1.855231, 2.175640, -0.947885], [-2.374622, -1.368316, -0.189730], [-0.813952, -2.268879, -0.130256], [-1.247702, -1.326247, -1.632223], [0.997122, -0.639425, 1.577065], [0.979467, -0.394890, 0.092119], [0.353594, 0.964599, -0.345039], [1.767843, -1.074915, -0.762062], [0.551806, 2.011730, 0.449114], [0.958973, 2.791618, -0.062264], [0.484462, 1.079114, -1.434194], [1.348318, -1.645251, 1.808959], [1.623791, 0.104596, 2.068332], [-0.009026, -0.514758, 1.976492], [2.488942, -1.799845, -0.405326], [1.892874, -0.766807, -1.792615]],
  "atomic_forces_ev_per_a": [[-2.3293, 1.5985, -0.5225], [-0.2552, -0.8652, -0.4596], [1.1701, -1.0291, 0.0679], [0.1343, -0.3264, 0.0753], [-0.0835, -0.2965, 0.0368], [-0.1749, -0.3052, -0.3127], [0.7369, 0.7768, 0.5882], [0.0135, 0.0478, 0.1284], [-0.3082, -0.1757, -0.1828], [0.4563, 0.7019, -0.1807], [1.7927, 0.3067, 0.7371], [-0.1482, 0.8294, 0.5325], [0.3954, -0.9495, -0.3967], [-0.5850, 0.0147, -0.1535], [-0.4077, -0.0610, 0.0186], [0.0909, 0.0368, 0.0117], [-0.0111, -0.0286, -0.0575], [-0.0127, 0.0080, 0.1291], [-0.2202, -0.2506, 0.0584], [-0.2541, -0.0328, -0.1181]],
  "nbo_charge": [-0.173, -0.490, -0.434, 0.363, 0.344, 0.202, 0.210, 0.200, -0.667, -0.005, 0.176, -0.421, -0.854, 0.336, 0.146, 0.205, 0.251, 0.221, 0.198, 0.193],
  "mol_weight_g_mol": 116.16,
  "multiplicity": 1,
  "energy_ev": -10399.8099,
  "homo_ev": [-7.67, -7.67],
  "relative_energy_kcal_mol": 198.65
}



{
  "formula": "C5H12N2O2",
  "method": "ωB97M-V/def2-TZVPD",
  "species": ["C", "N", "O", "H", "H", "H", "H", "H", "C", "C", "C", "C", "N", "O", "H", "H", "H", "H", "H", "H", "H"],
  "coordinates": [[-2.636901, 0.138179, -0.791428], [-0.640239, 1.179075, 0.750873], [-2.349645, 0.261653, 0.566452], [-0.783237, 1.395221, 1.732096], [-0.931596, 1.947307, 0.155680], [-2.507191, 1.076064, -1.351924], [-3.700244, -0.132562, -0.858089], [-2.057030, -0.657339, -1.281720], [1.183395, 0.993441, -0.924008], [2.033982, -1.685853, 0.427349], [0.779752, 0.628221, 0.522434], [0.675814, -1.060645, 0.572427], [-0.369781, -1.690766, 0.789290], [1.575439, 1.002599, 1.459594], [-1.232279, -1.127414, 0.860888], [0.425753, 0.648727, -1.631698], [2.140315, 0.538416, -1.164698], [1.305288, 2.076243, -0.986697], [2.296235, -1.761726, -0.630231], [2.784355, -1.080423, 0.932745], [2.007815, -2.688417, 0.850664]],
  "atomic_forces_ev_per_a": [[0.1968, -0.0979, -0.4500], [-1.5062, -1.1361, -0.1394], [1.5906, 1.3275, 0.2995], [0.0793, -0.0370, 0.1664], [0.0971, 0.1686, -0.0412], [-0.0451, -0.0572, 0.1031], [0.0988, 0.0431, 0.1429], [-0.0349, 0.1200, 0.1133], [-0.4240, 0.3840, 0.2433], [-0.1561, -0.0260, 0.0546], [0.9686, -2.6211, -0.5629], [0.1484, 2.1298, -0.2085], [-0.9591, -0.8613, 0.1957], [-0.7441, 0.8570, 0.1384], [0.7303, -0.2328, -0.0093], [0.0040, 0.0213, -0.0570], [-0.0532, -0.0573, 0.1223], [0.0067, 0.0444, -0.1045], [0.0087, 0.0015, 0.0230], [-0.0160, 0.0037, -0.0084], [0.0093, 0.0260, -0.0211]],
  "nbo_charge": [-0.281, -0.379, -0.443, 0.428, 0.400, 0.164, 0.222, 0.184, -0.647, -0.695, 0.338, 0.316, -0.647, -0.697, 0.374, 0.202, 0.238, 0.215, 0.221, 0.251, 0.237],
  "mol_weight_g_mol": 132.16,
  "multiplicity": 1,
  "energy_ev": -12449.2040,
  "homo_ev": [-7.84, -7.99],
  "relative_energy_kcal_mol": 156.31
}



{
  "formula": "C5H12N2O2",
  "method": "ωB97M-V/def2-TZVPD",
  "species": ["C", "C", "C", "C", "O", "H", "H", "H", "H", "H", "H", "H", "H", "N", "C", "O", "N", "H", "H", "H", "H"],
  "coordinates": [[-0.471309, -1.037436, 0.393780], [-1.546500, 1.383414, -0.802366], [-0.626375, -2.131609, -0.647741], [-0.648087, 1.216152, 0.400415], [-0.985418, 1.527943, 1.565125], [-1.461940, -0.832034, 0.800731], [0.061905, -1.352915, 1.293484], [-2.501133, 0.887008, -0.624232], [-1.102952, 0.964776, -1.706523], [-1.706318, 2.455346, -0.952805], [0.330617, -2.545808, -0.973608], [-1.235107, -2.956217, -0.259555], [-1.132248, -1.738116, -1.535014], [2.204293, -0.661310, 0.160847], [0.883341, 1.251559, 0.112487], [1.571060, 1.563600, 1.292075], [1.104048, -0.111118, -0.365428], [0.837874, 1.691608, 1.944123], [2.734024, -1.276970, -0.445318], [2.549641, -0.253633, 1.035642], [1.140585, 1.955761, -0.686119]],
  "atomic_forces_ev_per_a": [[1.7687, -1.7522, -0.0894], [-0.1289, -0.8308, 0.1918], [0.0698, 0.0906, 0.0756], [0.5625, 3.0468, 1.5373], [0.3417, -0.9978, -2.1014], [-0.0858, 1.0516, -0.5046], [0.2870, -0.1520, -0.2066], [-0.0520, 0.2115, -0.0193], [0.0925, 0.0045, 0.0966], [0.0474, -0.1011, 0.1425], [-0.0261, 0.0651, 0.0890], [0.0389, 0.0624, -0.0488], [0.0204, -0.0389, 0.0512], [-0.2906, 0.1616, 0.1204], [-0.6184, -0.3078, 0.3704], [-0.6812, 0.0272, 0.0076], [-1.7184, -0.4140, 0.5414], [0.3576, -0.0954, -0.1657], [-0.2422, 0.2498, 0.4597], [0.0772, -0.3555, -0.6388], [0.1799, 0.0743, 0.0908]],
  "nbo_charge": [-0.390, -0.714, -0.629, 0.596, -0.617, 0.219, 0.194, 0.236, 0.233, 0.249, 0.203, 0.209, 0.202, -0.639, 0.110, -0.739, -0.175, 0.502, 0.390, 0.395, 0.164],
  "mol_weight_g_mol": 132.16,
  "multiplicity": 1,
  "energy_ev": -12450.9960,
  "homo_ev": -8.26,
  "relative_energy_kcal_mol": 114.99
}